Entry from the OMol25 dataset: the molecule C3H10BNO2 (ωB97M-V with the def2-TZVPD basis set).

Kohn-Sham gap = 10.260 eV
highest occupied orbital energy = -9.61 eV
multiplicity = 1

Last column: natural (NBO) charge in e.
Element x y z (Å)
C -2.53483 0.17860 0.67729  -0.25
O -2.17613 1.07369 -0.36143  -0.51
C -1.24042 0.58081 -1.16735  0.16
N 0.32262 0.59619 -0.28306  -0.95
B 1.22456 -0.36744 -0.16807  0.94
C 2.61407 -0.18507 0.69527  -0.94
O 1.02642 -1.63613 -0.66635  -0.89
H -2.32299 -0.75548 0.29395  0.18
H -3.65614 0.33335 0.94421  0.19
H -1.96253 0.27318 1.58614  0.19
H -1.33813 -0.52777 -1.42646  0.18
H -1.13239 1.17197 -2.03002  0.18
H 0.61170 1.50669 0.05019  0.39
H 2.33508 -0.46827 1.67455  0.23
H 2.86622 0.89307 0.72333  0.21
H 3.37982 -0.76599 0.31931  0.21
H 1.98308 -1.90140 -0.86152  0.48

***

Entry from the OMol25 dataset: the molecule C5H7NO (ωB97M-V with the def2-TZVPD basis set).

Kohn-Sham gap = 10.146 eV
highest occupied orbital energy = -9.52 eV
multiplicity = 1

Last column: natural (NBO) charge in e.
Element x y z (Å)
C 1.74419 -0.40161 -0.87733  -0.72
C 1.96595 0.23696 0.45108  0.53
O 2.94209 0.07649 1.14197  -0.49
C 0.82571 1.11225 0.87702  0.16
N 0.11537 2.14058 0.72093  -0.31
C -0.63495 0.99028 1.25702  -0.11
C -1.48311 0.23836 0.26914  -0.65
H 1.82487 -1.51019 -0.56176  0.26
H 2.42492 -0.19036 -1.69910  0.26
H 0.69708 -0.16532 -1.29433  0.23
H -0.91347 0.97007 2.28688  0.19
H -0.90781 0.41599 -0.66875  0.20
H -2.50131 0.79114 0.24920  0.22
H -1.67794 -0.89935 0.35397  0.23

***

Entry from the OMol25 dataset: C26H48FI2InO7P as an isolated structure (ωB97M-V with the def2-TZVPD basis set).

net charge = -1
Kohn-Sham gap = 6.867 eV
highest occupied orbital energy = -4.88 eV
multiplicity = 1

Last column: Löwdin charge in e.
Element x y z (Å)
C 3.15994 -5.80281 -0.76925  -0.13
O 3.28280 -5.97810 0.68625  -0.26
C 2.65060 -4.87872 1.43727  -0.22
C 3.78404 -4.21423 2.41809  -0.18
C 4.81855 -3.17633 1.68300  -0.21
C 4.22740 -2.43232 0.34741  -0.22
C 5.03544 -0.97494 0.20762  -0.22
C 4.31071 0.07105 -0.82903  -0.21
C 3.69376 1.36108 0.00845  -0.21
C 2.04587 1.30541 -0.09886  -0.21
C 1.30305 1.77208 1.30847  -0.21
C -0.31706 1.37278 1.19758  -0.21
C -0.41503 -0.22488 1.58994  -0.31
C -1.95230 -0.77332 1.40040  -0.31
In -2.37800 -1.56059 -0.71139  0.51
C -4.30009 -0.57129 -1.38506  -0.21
C -5.45334 -0.94446 -0.27012  -0.27
O -6.45389 -0.07651 0.02040  -0.08
F -5.44459 -2.21450 0.49407  -0.08
P -2.74908 -4.10789 -0.48131  0.53
O -2.28694 -4.84726 -1.83216  -0.71
C -0.64119 -1.19268 -2.13539  -0.84
I 0.81565 -2.79032 -1.78143  0.84
C -1.05559 -1.19561 -3.72855  -0.80
C 0.15642 -1.76175 -4.72281  -0.31
I -1.30472 0.95183 -4.28046  0.73
H 4.12445 -6.27158 -1.27053  0.10
H 3.13989 -4.67146 -1.07127  0.03
H 2.21879 -6.41219 -1.12567  0.11
H 2.04746 -4.11718 0.78416  0.07
H 1.85010 -5.39355 2.15733  0.13
H 3.28033 -3.76659 3.40304  0.12
H 4.45192 -5.12087 2.81512  0.12
H 5.86787 -3.64172 1.40562  0.12
H 5.05540 -2.32072 2.47990  0.11
H 4.49375 -3.01344 -0.65751  0.12
H 3.07908 -2.20689 0.36749  0.06
H 5.25632 -0.48286 1.25265  0.10
H 6.09818 -1.27281 -0.24640  0.11
H 5.15808 0.53386 -1.53065  0.10
H 3.52621 -0.41549 -1.55340  0.10
H 4.07453 2.37691 -0.48031  0.11
H 4.03580 1.36724 1.12775  0.10
H 1.75440 0.20789 -0.39490  0.07
H 1.73481 2.04096 -0.96711  0.12
H 1.45142 2.92706 1.50225  0.10
H 1.77594 1.13064 2.16899  0.11
H -0.71962 1.59485 0.11819  0.11
H -0.87236 2.04676 1.98563  0.11
H 0.35027 -0.88394 0.99402  0.07
H -0.13924 -0.29675 2.74690  0.11
H -2.14748 -1.65937 2.17032  0.05
H -2.68538 0.12073 1.58312  0.04
H -4.63061 -1.02431 -2.42093  0.07
H -4.20434 0.60413 -1.40405  0.07
H -2.00006 -4.62495 0.65856  -0.06
H -4.17138 -4.37534 -0.22895  -0.06
H -0.12463 -0.17947 -1.82224  -0.01
H -2.03403 -1.82914 -3.96009  0.10
H 0.14752 -2.93198 -4.83692  0.07
H 1.21231 -1.32909 -4.45725  0.06
H -0.10897 -1.33413 -5.80438  0.05
O -4.91704 1.65961 -4.70744  0.06
C -5.78334 2.16301 -4.01153  -0.46
O -5.64046 3.34116 -3.33644  0.02
C -6.80352 3.56981 -2.54222  -0.17
C -7.89053 2.74684 -3.18257  -0.17
C -7.13030 1.56730 -3.73407  -0.08
H -6.59295 3.25344 -1.51522  0.13
H -7.04594 4.63651 -2.54189  0.12
H -8.68604 2.46800 -2.48646  0.12
H -8.34450 3.30930 -4.00753  0.12
H -7.02282 0.77006 -2.99334  0.13
H -7.58925 1.18667 -4.64944  0.13
O 1.83462 2.96915 4.56403  0.10
C 2.08892 4.15714 4.45362  -0.46
O 2.77818 4.70302 3.40905  0.02
C 2.98613 6.09209 3.66008  -0.17
C 1.92036 6.48114 4.65088  -0.17
C 1.73792 5.21749 5.45294  -0.09
H 3.99603 6.22720 4.06135  0.13
H 2.89825 6.65298 2.72504  0.13
H 2.19263 7.34895 5.25746  0.12
H 0.98954 6.71727 4.12094  0.12
H 2.43722 5.16348 6.29191  0.13
H 0.70771 5.10737 5.79928  0.13

***

Entry from the OMol25 dataset: a 6-piece molecular cluster, C20H57N5O6 overall (ωB97M-V with the def2-TZVPD basis set).

Kohn-Sham gap = 9.610 eV
highest occupied orbital energy = -8.98 eV
multiplicity = 1

Last column: Löwdin charge in e.
Element x y z (Å)
C 3.66896 2.16004 3.92522  -0.09
O 3.13054 3.34537 3.29822  -0.19
C 1.70866 3.28254 3.34259  -0.19
C 1.17500 4.47966 2.48360  -0.42
C -0.31016 4.65833 2.69560  -0.06
N 1.52574 4.31524 1.04092  0.05
H 3.48677 1.26306 3.33334  0.08
H 3.31060 2.01549 4.94443  0.09
H 4.74876 2.22043 3.78925  0.09
H 1.26489 2.42009 2.84525  0.10
H 1.39025 3.29126 4.38501  0.13
H 1.66023 5.42336 2.73278  0.12
H -0.89432 5.26658 2.00503  0.08
H -0.54307 4.89142 3.73460  0.09
H -0.66122 3.64885 2.48161  0.05
H 2.50577 4.15949 0.85284  0.07
H 1.24474 5.19601 0.63424  0.07
C -1.12844 -4.24698 -1.90944  -0.07
O -0.93407 -4.26157 -0.45958  -0.19
C -1.64659 -3.28646 0.24962  -0.20
C -1.06556 -3.22958 1.72890  -0.38
C -1.53764 -1.94314 2.43590  -0.09
N 0.38184 -2.96904 1.62194  0.04
H -0.78231 -3.36270 -2.44455  0.07
H -2.18068 -4.28205 -2.19166  0.08
H -0.62278 -5.11333 -2.33588  0.08
H -1.53854 -2.26020 -0.10138  0.11
H -2.70504 -3.51370 0.37673  0.12
H -1.38905 -3.99884 2.43011  0.13
H -1.37385 -1.02817 1.86660  0.04
H -1.10946 -1.74224 3.41794  0.08
H -2.58609 -2.18924 2.60406  0.07
H 0.68739 -3.64980 0.94128  0.03
H 0.43855 -2.10633 1.09980  0.04
C 3.81046 -2.22545 -5.20650  -0.12
O 3.70512 -2.71123 -3.87620  -0.21
C 2.52866 -3.62369 -3.82887  -0.14
C 2.40876 -4.12537 -2.39398  -0.43
C 2.01130 -3.02891 -1.43091  -0.05
N 3.58025 -4.84463 -1.89277  0.05
H 2.81078 -1.85699 -5.43666  0.08
H 3.90294 -2.98751 -5.98034  0.08
H 4.52793 -1.40492 -5.19888  0.09
H 1.60810 -3.09631 -4.07896  0.11
H 2.77899 -4.35992 -4.59267  0.12
H 1.57595 -4.82686 -2.34461  0.11
H 2.71596 -2.19762 -1.40838  0.07
H 1.71517 -3.56219 -0.52757  0.07
H 1.12382 -2.46798 -1.72391  0.06
H 4.21053 -4.10135 -1.62746  0.06
H 4.09291 -5.24054 -2.66771  0.07
C 3.46116 0.35758 -1.79230  -0.09
O 2.05513 0.06426 -1.65512  -0.24
C 1.56199 0.47731 -0.32889  -0.12
C 0.02703 0.85442 -0.22718  -0.38
C -0.40494 2.13900 -1.04719  -0.05
N -0.43617 1.16743 1.10463  0.04
H 3.61806 1.41764 -1.99169  0.08
H 3.71683 -0.13752 -2.72910  0.08
H 4.10593 0.10302 -0.95112  0.09
H 1.73622 -0.33589 0.37572  0.11
H 2.00994 1.43586 -0.06696  0.11
H -0.68696 0.08177 -0.51236  0.11
H -1.27428 2.71196 -0.72460  0.07
H -0.62715 1.90526 -2.08838  0.06
H 0.40580 2.86753 -1.03994  0.06
H -0.12412 2.08755 1.38048  0.03
H -1.44148 1.25475 1.06170  0.02
C -3.59023 1.72311 3.36534  -0.10
O -3.16399 1.94073 2.03585  -0.21
C -3.90080 1.19989 1.03581  -0.17
C -4.61271 2.14679 0.03669  -0.45
C -5.98933 2.66919 0.53355  -0.05
N -4.86663 1.59634 -1.28987  0.03
H -3.66213 0.65602 3.57568  0.08
H -4.53341 2.15871 3.69514  0.08
H -2.80314 2.16502 3.97632  0.09
H -3.15495 0.69381 0.42287  0.09
H -4.51737 0.35957 1.35487  0.13
H -4.03622 3.04682 -0.17712  0.13
H -6.56341 1.81405 0.89030  0.07
H -6.50772 3.23400 -0.24128  0.08
H -5.64559 3.27214 1.37401  0.07
H -5.39203 0.77687 -1.02057  0.07
H -3.98620 1.46714 -1.76762  0.07
O 0.11502 -0.59515 -3.75505  -0.05
H 0.98935 -0.81444 -3.43304  0.00
H -0.30858 -0.15467 -3.01831  0.00

***

Entry from the OMol25 dataset: the molecule C9H13NO2 (ωB97M-V with the def2-TZVPD basis set).

Kohn-Sham gap (spin up / spin down) = 6.225 / 6.645 eV
highest occupied orbital energy (spin up / spin down) = -5.79 / -9.29 eV
multiplicity = 3

Last column: natural (NBO) charge in e.
Element x y z (Å)
C -0.86380 -2.07691 -0.38271  -0.08
C -0.46405 -2.45957 0.97971  0.00
C -0.46225 -0.67096 -0.66825  0.57
C 0.28082 -1.70282 1.73908  0.43
C -0.20851 -4.05149 1.21600  -0.65
C -0.47692 2.55960 0.70686  -0.60
C 1.55670 1.59951 -0.42552  -0.62
C -0.37826 2.31884 -1.81533  -0.61
C -0.03491 1.71195 -0.46028  0.10
N -0.68377 0.45182 -0.28156  -0.50
O 0.40808 -1.38150 -1.32991  -0.45
O 0.74198 -1.20259 2.66453  -0.41
H -1.23800 -2.78367 -0.99952  0.22
H -1.06202 -4.43728 0.53546  0.22
H -0.24417 -4.35131 2.28321  0.24
H 0.76455 -4.14952 0.77582  0.23
H -0.12463 1.99043 1.68679  0.21
H 0.04453 3.50698 0.84827  0.21
H -1.57063 2.75732 0.79608  0.22
H 1.64276 0.79351 0.27671  0.22
H 1.93584 2.61835 -0.16915  0.21
H 1.80991 1.36058 -1.47545  0.21
H 0.20035 3.19320 -1.90186  0.21
H -0.16403 1.70166 -2.65561  0.21
H -1.40956 2.70387 -1.94339  0.21

***

Entry from the OMol25 dataset: the molecule C22H24ClN3O2S (ωB97M-V with the def2-TZVPD basis set).

Kohn-Sham gap = 8.573 eV
highest occupied orbital energy = -8.00 eV
multiplicity = 1

Last column: natural (NBO) charge in e.
Element x y z (Å)
C 1.17650 -1.65680 2.46821  -0.66
C 0.76673 -2.04411 1.09604  0.26
O 1.72324 -2.17483 0.14119  -0.41
C 1.06210 -2.54418 -0.97806  0.48
C 1.76943 -2.77973 -2.21570  -0.13
C 1.05255 -3.15205 -3.35370  -0.11
C 1.70946 -3.38986 -4.54303  -0.25
C 3.08979 -3.25483 -4.59798  -0.04
Cl 3.91623 -3.55630 -6.08496  0.01
C 3.81649 -2.88197 -3.47729  -0.22
C 3.15539 -2.64480 -2.28850  -0.18
N -0.22054 -2.65934 -0.79151  -0.46
C -0.43895 -2.34730 0.52042  0.04
C -1.82254 -2.30636 1.08956  -0.24
N -2.49783 -1.02767 0.93189  -0.44
C -1.86481 0.04419 1.67250  -0.22
C -2.77544 1.26813 1.66308  -0.39
C -2.99072 1.74967 0.22388  -0.32
C -1.69456 2.28992 -0.37631  0.69
O -1.13611 1.82931 -1.34693  -0.63
N -1.22408 3.39090 0.26558  -0.62
C 0.07926 3.94984 -0.02693  -0.26
C 1.04429 3.69899 1.08454  -0.21
C 1.69516 4.60271 1.86514  -0.25
C 2.51543 4.00129 2.84721  -0.26
C 2.46716 2.64738 2.80440  -0.41
S 1.42746 2.07545 1.55779  0.42
C -3.54397 0.58101 -0.59411  -0.39
C -2.65948 -0.65641 -0.46650  -0.24
H 0.37668 -1.87783 3.16894  0.23
H 2.07266 -2.20459 2.75449  0.23
H 1.40017 -0.59048 2.51310  0.22
H -0.01862 -3.24694 -3.27990  0.23
H 1.16138 -3.67820 -5.42622  0.23
H 4.88871 -2.77993 -3.53951  0.23
H 3.70915 -2.35345 -1.40925  0.23
H -2.42568 -3.06005 0.57794  0.22
H -1.79179 -2.54012 2.15787  0.20
H -1.71308 -0.28978 2.70281  0.20
H -0.88175 0.31925 1.25054  0.17
H -3.74167 0.98718 2.08595  0.22
H -2.34142 2.04891 2.29151  0.20
H -3.71548 2.57348 0.21906  0.22
H -1.69602 3.73087 1.08794  0.39
H -0.00438 5.02777 -0.20079  0.21
H 0.41060 3.46026 -0.94927  0.25
H 1.59927 5.66680 1.74044  0.22
H 3.10791 4.55687 3.55158  0.23
H 2.97946 1.94192 3.42798  0.23
H -3.60299 0.86212 -1.64596  0.22
H -4.54730 0.34633 -0.23412  0.21
H -3.12981 -1.49491 -0.98435  0.20
H -1.69361 -0.45778 -0.95071  0.20

***

Entry from the OMol25 dataset: a 2-piece molecular cluster, C10H16O overall (ωB97M-V with the def2-TZVPD basis set).

Kohn-Sham gap = 9.069 eV
highest occupied orbital energy = -8.19 eV
multiplicity = 1

Last column: natural (NBO) charge in e.
Element x y z (Å)
C 1.06919 2.79852 0.61699  -0.58
C -0.20129 1.99344 0.17778  -0.43
C -0.42960 0.97008 1.15260  -0.04
C -1.61963 0.92657 1.99470  -0.18
C -1.94666 -0.30688 2.64617  -0.31
C -1.23004 -1.43651 2.34844  0.29
O -1.39457 -2.70610 2.89007  -0.68
C -0.08287 -1.43250 1.53784  -0.23
C 0.31358 -0.23302 0.98442  -0.18
H 0.68401 3.53254 1.44640  0.20
H 1.34839 3.35777 -0.29286  0.20
H 1.89117 2.26140 0.81342  0.20
H -1.07977 2.61695 -0.04936  0.22
H 0.10372 1.68520 -0.80394  0.21
H -2.27910 1.64614 2.36135  0.21
H -2.43151 -0.18016 3.58225  0.21
H -1.87314 -2.59053 3.76594  0.47
H 0.44871 -2.34897 1.36945  0.22
H 1.11304 -0.22035 0.41811  0.19
C 1.54393 -1.65375 -3.72211  -0.64
C 0.41291 -0.98600 -2.99279  -0.65
H 1.67684 -2.75804 -3.37497  0.23
H 1.46267 -1.28177 -4.80028  0.22
H 2.43303 -0.95524 -3.49406  0.21
H -0.45290 -1.63772 -2.64623  0.20
H 0.63699 -0.42437 -2.09785  0.21
H -0.11711 -0.63672 -3.83148  0.22

***

Entry from the OMol25 dataset: the molecule C3H3ClFNO (ωB97M-V with the def2-TZVPD basis set).

Kohn-Sham gap = 9.030 eV
highest occupied orbital energy = -9.09 eV
multiplicity = 1

Last column: natural (NBO) charge in e.
Element x y z (Å)
O 2.60006 -0.10716 -0.16610  -0.51
N 1.33454 -0.47151 -0.04367  -0.10
C 0.52895 0.55063 0.03524  -0.06
C -0.92197 0.49797 0.17382  0.33
F -1.44976 1.70475 -0.05722  -0.29
C -1.52618 -0.70473 0.35587  -0.22
Cl -3.26472 -0.32996 -0.22249  -0.08
H 3.04026 -1.02273 -0.82056  0.48
H 0.81162 1.59968 0.11399  0.19
H -1.15280 -1.71693 0.63112  0.27

***

Number 1: energy -9535.014 eV. Number 2: energy -8832.962 eV. Number 3: energy -75446.843 eV. Number 4: energy -41394.502 eV. Number 5: energy -15121.185 eV. Number 6: energy -55127.509 eV. Number 7: energy -12673.764 eV. Number 8: energy -21932.509 eV.